Below is C5H7ClN2OS2 in the gas phase, with properties calculated with ωB97M-V/def2-TZVPD.

Properties
lowest unoccupied orbital energy = -0.24 eV
HOMO energy = -8.73 eV
SMILES = COCC/N=c1\ssnc1Cl
Kohn-Sham gap = 8.50 eV

Positions of all 18 atoms, in Å:
C -0.43 -0.29 -2.58
C 0.35 1.60 -1.26
C 1.02 1.02 0.10
C -0.09 -0.43 1.78
C -1.14 -1.52 2.27
H 0.14 -0.98 -3.25
H -0.95 -1.04 -1.77
H -1.29 0.28 -3.24
H -0.68 1.81 -1.17
H 1.02 2.42 -1.67
H 1.02 2.00 0.75
H 2.06 0.63 -0.03
N 0.02 0.07 0.61
N -0.85 -2.16 3.29
O 0.61 0.70 -2.29
S 1.14 -0.28 3.02
S 0.50 -2.00 4.17
Cl -2.46 -1.83 1.27

Results of the Löwdin charge analysis, in e, for atoms 1 through 5: -0.13 -0.23 -0.18 -0.67 -0.87

Below is C5H7ClOS in the gas phase, with properties calculated with ωB97M-V/def2-TZVPD.

Properties
lowest unoccupied orbital energy = 0.45 eV
HOMO energy = -8.85 eV
SMILES = C[C@]1(Cl)COC(=S)C1
Kohn-Sham gap = 9.29 eV

Positions of all 15 atoms, in Å:
C -0.47 -1.57 0.50
C -0.64 -0.21 -0.20
C 0.33 0.00 -1.41
C 1.18 1.34 0.34
C -0.25 0.93 0.75
H -1.10 -1.72 1.38
H -0.52 -2.43 -0.17
H 0.58 -1.52 0.95
H -0.02 0.60 -2.23
H 0.77 -0.99 -1.73
H -0.34 0.70 1.80
H -0.83 1.82 0.56
O 1.42 0.78 -0.86
S 2.24 2.35 1.09
Cl -2.35 -0.08 -0.78

Results of the Löwdin charge analysis, in e, for atoms 1 through 5: -0.10 -0.80 -0.12 -0.81 -0.16

Below is a molecular structure, C5H7CrO3, with properties calculated with ωB97M-V/def2-TZVPD.

Properties
lowest unoccupied orbital energy (spin up / spin down) = -7.95 / -6.81 eV
HOMO energy (spin up / spin down) = -12.18 / -12.20 eV
charge = +1
Kohn-Sham gap (spin up / spin down) = 4.22 / 5.39 eV
multiplicity = 5

Positions of all 16 atoms, in Å:
O -1.94 0.82 -0.33
C -0.87 1.29 -0.68
O -0.31 2.40 -0.38
Cr -0.58 2.68 -2.62
O -0.28 0.77 -1.80
C 0.18 -0.81 -1.68
H 0.26 -0.94 -2.77
H 1.21 -0.77 -1.31
H -0.51 -1.66 -1.53
C 0.64 0.57 2.47
C 0.52 -0.67 2.12
C 0.35 -1.67 1.24
H 0.48 0.97 3.47
H 0.36 1.46 1.60
H 1.17 -2.38 1.10
H -0.67 -2.06 1.10

Results of the Löwdin charge analysis, in e, for atoms 1 through 5: 0.14 -0.83 0.00 1.37 -0.19

Below is C5H7F in the gas phase, with properties calculated with ωB97M-V/def2-TZVPD.

Properties
lowest unoccupied orbital energy (spin up / spin down) = -0.16 / -0.16 eV
HOMO energy (spin up / spin down) = -8.01 / -8.01 eV
Kohn-Sham gap (spin up / spin down) = 7.85 / 7.85 eV

Positions of all 13 atoms, in Å:
C 1.50 -1.34 0.16
C 2.69 -0.69 -0.25
C 0.44 -0.40 0.23
C -0.99 -0.58 -0.28
C 0.67 1.09 0.56
F 2.97 0.63 0.03
H 1.48 -2.38 -0.08
H -1.17 -1.47 -1.04
H -1.14 0.35 -0.82
H -1.57 -0.64 0.63
H 0.80 1.58 -0.34
H 1.51 1.28 1.14
H -0.27 1.46 0.89

Results of the Löwdin charge analysis, in e, for atoms 1 through 5: -0.12 -0.02 -0.22 -0.05 -0.05

Below is C5H7F in the gas phase, with properties calculated with ωB97M-V/def2-TZVPD.

Properties
lowest unoccupied orbital energy = 0.90 eV
HOMO energy = -9.69 eV
SMILES = F[C@@H]1C=CCC1
Kohn-Sham gap = 10.59 eV

Positions of all 13 atoms, in Å:
C 0.56 0.44 1.01
C -0.66 -0.67 0.67
C -0.92 -0.50 -0.79
C 0.40 0.01 -1.25
C 1.33 0.38 -0.25
H 1.19 0.27 2.05
H -1.49 -0.30 1.27
H -0.32 -1.79 0.82
H -1.72 0.18 -0.99
H -1.22 -1.41 -1.32
H 0.57 0.44 -2.27
H 2.16 1.15 -0.29
F 0.11 1.79 1.34

Results of the Löwdin charge analysis, in e, for atoms 1 through 5: -0.29 -0.13 -0.23 -0.07 -0.05

Below is a gas-phase ion, C5H7F3NO (charge +1), with properties calculated with ωB97M-V/def2-TZVPD.

Properties
lowest unoccupied orbital energy = -4.98 eV
HOMO energy = -14.53 eV
charge = +1
Kohn-Sham gap = 9.55 eV

Positions of all 17 atoms, in Å:
C -0.81 1.19 1.07
C -0.29 1.17 -0.30
C -1.60 -0.04 1.20
C 1.05 0.35 -0.50
C 1.32 -2.01 -1.23
N 0.62 -1.14 -0.55
O -0.37 -1.32 0.25
F -1.59 -0.63 2.35
F 1.79 0.53 0.60
F 1.01 -3.22 -1.28
H -0.07 1.24 1.82
H -1.33 2.20 1.12
H -0.91 0.74 -1.01
H -0.03 2.21 -0.70
H -2.43 -0.24 0.61
H 1.61 0.59 -1.44
H 2.02 -1.61 -2.02

Results of the Löwdin charge analysis, in e, for atoms 1 through 5: -0.11 -0.11 0.01 -0.21 -0.09

Below is 2 unconnected molecules or ions with the total composition C5H7FN2O5, with properties calculated with ωB97M-V/def2-TZVPD.

Properties
lowest unoccupied orbital energy = 0.46 eV
HOMO energy = -9.14 eV
SMILES = CCOC(=O)/C(F)=[N+](\[O-])O.N=C=O
Kohn-Sham gap = 9.59 eV

Positions of all 20 atoms, in Å:
C -2.87 1.82 0.35
C -0.63 -0.51 -1.05
C 2.01 0.44 -0.08
C 1.45 -0.91 -0.18
C -2.04 -0.47 -0.71
N -3.69 1.36 1.11
N -2.57 -1.09 0.29
O -1.85 2.08 -0.14
O -0.16 -0.37 -2.16
O -3.89 -1.31 0.26
O -1.94 -1.55 1.22
O -0.01 -0.85 0.03
F -2.99 -0.15 -1.58
H 1.41 1.14 -0.64
H 2.01 0.95 0.91
H 3.00 0.55 -0.42
H 1.88 -1.48 0.66
H 1.56 -1.25 -1.19
H -4.13 -1.97 0.84
H -4.70 1.60 1.25

Results of the Löwdin charge analysis, in e, for atoms 1 through 5: -0.41 -0.47 -0.08 -0.16 -0.21

Below is a molecular structure, C5H7FO2, with properties calculated with ωB97M-V/def2-TZVPD.

Properties
lowest unoccupied orbital energy = -0.13 eV
HOMO energy = -10.07 eV
Kohn-Sham gap = 9.94 eV

Positions of all 15 atoms, in Å:
C 0.35 0.43 1.98
C 0.40 0.47 0.52
C -0.34 -0.85 -0.21
C -0.63 -0.59 -1.79
C 0.57 -0.13 -2.46
H -1.48 -0.39 2.18
H 0.79 1.38 2.57
H 0.86 -0.45 2.08
H 0.05 1.35 0.02
H 1.46 0.45 0.12
H -2.01 -0.73 -2.26
H 1.73 0.00 -1.77
O -0.95 0.30 2.54
O -1.15 -1.57 0.31
F 0.36 0.34 -3.83

Results of the Löwdin charge analysis, in e, for atoms 1 through 5: -0.28 -0.13 -0.33 -0.03 -0.09

Below is a molecular structure, C5H7FO4, with properties calculated with ωB97M-V/def2-TZVPD.

Properties
lowest unoccupied orbital energy = 0.42 eV
HOMO energy = -7.85 eV
Kohn-Sham gap = 8.27 eV

Positions of all 17 atoms, in Å:
C -0.25 1.13 -0.43
C -0.13 -1.11 0.37
C -1.56 0.43 -0.57
C 0.51 0.24 0.57
C 1.11 -1.21 -0.54
O -1.35 -0.97 -0.38
O -2.57 0.86 0.34
O 1.37 0.58 1.58
O 2.25 -1.86 -0.19
F 1.14 -0.66 -1.78
H 0.24 1.11 -1.38
H -0.39 2.15 -0.15
H -0.22 -1.89 1.07
H -1.92 0.51 -1.56
H -2.33 1.73 0.73
H 1.14 0.15 2.41
H 2.97 -1.20 -0.07

Results of the Löwdin charge analysis, in e, for atoms 1 through 5: -0.03 -0.14 -0.38 -0.24 -0.31

Below is a molecular structure, C5H7FeO3, with properties calculated with ωB97M-V/def2-TZVPD.

Properties
lowest unoccupied orbital energy (spin up / spin down) = -10.06 / -10.89 eV
HOMO energy (spin up / spin down) = -15.88 / -18.44 eV
charge = +2
Kohn-Sham gap (spin up / spin down) = 5.82 / 7.54 eV
multiplicity = 6

Positions of all 16 atoms, in Å:
O -0.36 -0.35 -1.50
Fe -0.08 -1.88 -2.80
O 0.58 -2.21 -0.98
C 0.11 -1.16 -0.50
O 0.09 -0.74 0.68
C -0.79 1.03 -1.24
C -0.96 1.73 -2.52
H -1.71 0.98 -0.66
H 0.00 1.48 -0.62
H -1.70 2.53 -2.60
H -0.22 1.62 -3.31
C 1.44 -0.59 2.24
C 0.94 -0.75 3.46
H 1.57 -1.27 4.20
H -0.12 -1.07 3.48
H 1.22 0.65 2.69

Results of the Löwdin charge analysis, in e, for atoms 1 through 5: -0.13 1.45 0.02 -0.66 0.04

Below is a molecular structure, C5H7I, with properties calculated with ωB97M-V/def2-TZVPD.

Properties
lowest unoccupied orbital energy = 0.37 eV
HOMO energy = -9.34 eV
Kohn-Sham gap = 9.71 eV

Positions of all 13 atoms, in Å:
C 1.11 -0.78 0.70
C 0.07 -0.21 0.57
C 2.34 -1.50 0.94
C -1.47 1.02 -1.43
C -1.61 0.75 0.03
I -1.72 2.46 1.28
H 2.88 -1.61 0.00
H 2.96 -0.94 1.64
H 2.12 -2.48 1.35
H -1.29 0.09 -1.97
H -2.38 1.48 -1.82
H -0.64 1.70 -1.62
H -2.36 0.02 0.32

Results of the Löwdin charge analysis, in e, for atoms 1 through 5: -0.22 0.02 -0.13 -0.23 -0.72

Below is 2 unconnected molecules or ions with the total composition C5H7IN, with properties calculated with ωB97M-V/def2-TZVPD.

Properties
lowest unoccupied orbital energy (spin up / spin down) = -7.54 / -7.54 eV
HOMO energy (spin up / spin down) = -12.87 / -12.89 eV
charge = +1
Kohn-Sham gap (spin up / spin down) = 5.33 / 5.35 eV

Positions of all 14 atoms, in Å:
C -0.15 2.10 0.05
C -0.41 -1.66 -1.12
C -0.30 -1.80 0.43
C 1.50 0.10 0.01
C 0.26 -0.59 -0.25
N 0.38 0.88 -0.09
I -1.54 3.43 2.36
H -1.16 2.05 -0.28
H 0.67 2.78 -0.03
H 0.34 -2.20 -1.66
H -1.41 -1.34 -1.54
H -1.10 -1.55 1.11
H 0.43 -2.42 0.75
H 2.49 0.20 0.25

Results of the Löwdin charge analysis, in e, for atoms 1 through 5: -0.07 0.03 -0.01 0.31 -0.29

Below is C5H7IO in the gas phase, with properties calculated with ωB97M-V/def2-TZVPD.

Properties
lowest unoccupied orbital energy = 0.41 eV
HOMO energy = -8.28 eV
SMILES = CC1=C(I)CCO1
Kohn-Sham gap = 8.69 eV

Positions of all 14 atoms, in Å:
C -0.92 -0.34 -0.27
C -0.01 0.65 -0.14
C -0.20 -1.66 -0.08
C 1.29 -1.09 0.15
C -0.20 2.16 0.01
O 1.28 0.36 0.11
I -3.05 0.10 -0.27
H -0.58 -2.17 0.82
H -0.15 -2.37 -0.88
H 1.66 -1.58 1.04
H 1.81 -1.60 -0.70
H -1.10 2.29 0.65
H -0.63 2.75 -0.82
H 0.80 2.49 0.39

Results of the Löwdin charge analysis, in e, for atoms 1 through 5: -0.62 -0.44 -0.17 -0.12 -0.04

Below is C5H7IO in the gas phase, with properties calculated with ωB97M-V/def2-TZVPD.

Properties
lowest unoccupied orbital energy = 0.62 eV
HOMO energy = -8.15 eV
SMILES = I[C@H]1[C@@H]2CCO[C@H]12
Kohn-Sham gap = 8.76 eV

Positions of all 14 atoms, in Å:
C 0.37 0.70 0.08
C 0.84 -0.56 -0.65
C -0.93 0.34 0.64
C -0.97 -1.09 0.56
C -1.93 0.02 -0.39
O 0.17 -1.67 0.10
I -3.98 -0.03 -0.11
H 1.11 0.92 0.89
H 0.40 1.55 -0.43
H 0.36 -0.45 -1.62
H 1.87 -0.88 -0.79
H -1.23 0.86 1.62
H -1.62 -1.70 1.11
H -1.63 0.15 -1.36

Results of the Löwdin charge analysis, in e, for atoms 1 through 5: -0.14 -0.09 -0.39 -0.25 -0.67

Below is 2 unconnected molecules or ions with the total composition C5H7IO2, with properties calculated with ωB97M-V/def2-TZVPD.

Properties
lowest unoccupied orbital energy (spin up / spin down) = -1.25 / -0.59 eV
HOMO energy (spin up / spin down) = -7.67 / -7.99 eV
Kohn-Sham gap (spin up / spin down) = 6.43 / 7.40 eV

Positions of all 15 atoms, in Å:
C -0.15 -0.29 -0.03
C 0.05 0.66 0.83
C 1.88 0.16 -1.68
C -0.93 -1.27 -0.81
C -1.02 0.63 1.98
O 2.77 0.93 -1.67
O 1.10 1.50 0.99
I 1.49 -1.24 -3.39
H -1.74 -0.80 -1.24
H -1.12 -2.18 -0.23
H -0.28 -1.85 -1.48
H -1.28 1.72 2.00
H -0.37 0.27 2.81
H -1.80 -0.03 1.85
H 1.39 1.78 0.08

Results of the Löwdin charge analysis, in e, for atoms 1 through 5: 0.04 -0.42 -0.63 -0.11 0.02

Below is a molecular structure, C5H7LiO3Pm, with properties calculated with ωB97M-V/def2-TZVPD.

Properties
lowest unoccupied orbital energy (spin up / spin down) = -14.89 / -13.46 eV
HOMO energy (spin up / spin down) = -19.02 / -19.02 eV
charge = +3
Kohn-Sham gap (spin up / spin down) = 4.13 / 5.56 eV
multiplicity = 5

Positions of all 17 atoms, in Å:
C 3.39 -2.77 2.65
C 3.86 -3.52 1.78
H 2.47 -2.46 3.13
H 4.67 -4.16 1.48
H 1.72 -2.29 0.50
O 2.57 -0.17 1.15
Pm -1.09 -1.61 -0.90
O 1.06 -1.47 0.10
C 1.55 -0.30 0.46
O 1.06 0.75 -0.12
C -0.27 0.73 -0.84
C -0.06 1.49 -2.13
H -0.90 1.33 -0.17
H 0.29 2.52 -1.96
H -1.04 1.55 -2.64
H 0.64 0.98 -2.81
Li 2.87 1.77 0.60

Results of the Löwdin charge analysis, in e, for atoms 1 through 5: 0.03 0.03 0.04 0.05 0.26

Below is C5H7N in the gas phase, with properties calculated with ωB97M-V/def2-TZVPD.

Properties
lowest unoccupied orbital energy = 1.16 eV
HOMO energy = -8.94 eV
SMILES = C1=C[C@H]2N[C@H]2C1
Kohn-Sham gap = 10.10 eV

Positions of all 13 atoms, in Å:
C 0.49 -1.13 0.09
C 1.21 -0.01 -0.63
C 0.56 1.15 -0.52
C -0.63 1.01 0.38
N -1.73 0.10 0.02
C -0.63 -0.41 0.83
H 1.13 -1.74 0.73
H 0.06 -1.82 -0.66
H 2.13 -0.16 -1.19
H 0.84 2.08 -0.99
H -0.93 1.84 1.02
H -1.64 -0.22 -0.94
H -0.86 -0.69 1.85

Results of the Löwdin charge analysis, in e, for atoms 1 through 5: -0.14 -0.09 -0.06 -0.27 0.06

Below is C5H7N in the gas phase, with properties calculated with ωB97M-V/def2-TZVPD.

Properties
lowest unoccupied orbital energy (spin up / spin down) = -0.11 / -0.51 eV
HOMO energy (spin up / spin down) = -8.58 / -8.35 eV
Kohn-Sham gap (spin up / spin down) = 8.47 / 7.84 eV

Positions of all 13 atoms, in Å:
C 1.34 1.11 -0.19
C 0.01 1.88 0.37
C -0.66 0.64 0.53
C -0.22 -0.33 -0.55
C 0.05 -1.82 -0.15
N 1.10 0.09 -0.86
H 0.28 2.62 1.15
H -0.24 2.52 -0.61
H -0.98 0.23 1.59
H -0.99 -0.43 -1.27
H -0.85 -2.27 0.49
H 1.02 -1.74 0.44
H 0.13 -2.51 -0.94

Results of the Löwdin charge analysis, in e, for atoms 1 through 5: 0.01 -0.19 -0.08 -0.44 -0.06

Below is C5H7N in the gas phase, with properties calculated with ωB97M-V/def2-TZVPD.

Properties
lowest unoccupied orbital energy = 0.60 eV
HOMO energy = -8.16 eV
Kohn-Sham gap = 8.76 eV

Positions of all 13 atoms, in Å:
C 2.27 0.29 0.38
C -0.01 0.39 -0.14
C -0.71 -0.67 -0.45
N -2.09 -0.76 -0.09
C -2.79 0.36 0.01
C 1.04 1.13 0.08
H 2.25 -0.17 1.37
H 2.32 -0.51 -0.37
H 3.16 0.89 0.29
H -0.30 -1.45 -1.10
H -2.46 -1.71 0.00
H -3.82 0.06 0.28
H 1.14 2.16 -0.27

Results of the Löwdin charge analysis, in e, for atoms 1 through 5: -0.10 -0.06 -0.15 -0.14 0.02

Below is C5H7N in the gas phase, with properties calculated with ωB97M-V/def2-TZVPD.

Properties
lowest unoccupied orbital energy = 0.89 eV
HOMO energy = -8.82 eV
SMILES = C=C(C)C=C=N
Kohn-Sham gap = 9.71 eV

Positions of all 13 atoms, in Å:
C -0.79 1.50 -0.06
C -0.44 0.16 -0.02
C 2.09 -0.21 -0.08
C 1.00 -0.95 -0.16
C -1.54 -0.85 0.20
N 3.04 0.53 0.18
H -1.82 1.56 0.21
H -0.12 2.40 -0.22
H 0.90 -1.89 -0.52
H -1.53 -1.43 1.30
H -1.49 -1.56 -0.62
H -2.58 -0.46 0.29
H 3.28 1.20 -0.50

Results of the Löwdin charge analysis, in e, for atoms 1 through 5: 0.02 -0.25 -0.22 0.01 -0.16

Number 1: electronic energy -44515.9838 eV, largest force on an atom 4.457 eV/A. Number 2: electronic energy -30703.3352 eV, largest force on an atom 2.158 eV/A. Number 3: electronic energy -39848.2219 eV, largest force on an atom 4.185 eV/A. Number 4: electronic energy -8011.1995 eV, largest force on an atom 4.326 eV/A. Number 5: electronic energy -8013.7519 eV, largest force on an atom 4.280 eV/A. Number 6: electronic energy -16976.9941 eV, largest force on an atom 5.209 eV/A. Number 7: electronic energy -21228.6331 eV, largest force on an atom 4.552 eV/A. Number 8: electronic energy -12104.9657 eV, largest force on an atom 5.304 eV/A. Number 9: electronic energy -16202.5224 eV, largest force on an atom 3.795 eV/A. Number 10: electronic energy -45801.2142 eV, largest force on an atom 4.954 eV/A. Number 11: electronic energy -13395.4056 eV, largest force on an atom 5.665 eV/A. Number 12: electronic energy -14875.2012 eV, largest force on an atom 6.450 eV/A. Number 13: electronic energy -15444.8698 eV, largest force on an atom 2.999 eV/A. Number 14: electronic energy -15443.8674 eV, largest force on an atom 5.617 eV/A. Number 15: electronic energy -17489.4734 eV, largest force on an atom 4.823 eV/A. Number 16: electronic energy -28165.9506 eV, largest force on an atom 5.460 eV/A. Number 17: electronic energy -6786.8744 eV, largest force on an atom 0.279 eV/A. Number 18: electronic energy -6782.9340 eV, largest force on an atom 4.404 eV/A. Number 19: electronic energy -6783.5004 eV, largest force on an atom 0.921 eV/A. Number 20: electronic energy -6784.4283 eV, largest force on an atom 7.359 eV/A.